# C32H95N7O12

12 unconnected molecules or ions with the total composition C32H95N7O12 (ωB97M-V/def2-TZVPD, the OMol25 dataset).

Element x y z (Å)
C1 -3.798 -1.534 5.823
O1 -2.393 -1.075 5.915
C2 -2.007 -0.314 4.654
C3 -2.175 -1.149 3.345
C4 -1.233 -2.308 3.251
N1 -1.968 -0.332 2.169
H1 -3.977 -2.142 4.936
H2 -4.549 -0.745 5.863
H3 -4.104 -2.161 6.660
H4 -2.587 0.581 4.429
H5 -1.015 0.121 4.777
H6 -3.169 -1.576 3.213
H7 -0.222 -1.954 3.052
H8 -1.496 -2.942 2.405
H9 -1.392 -3.017 4.064
H10 -2.121 -0.843 1.312
H11 -2.796 0.246 2.146
C5 3.757 -0.777 -5.258
O2 4.011 -2.067 -4.807
C6 3.173 -2.628 -3.785
C7 3.667 -1.985 -2.448
C8 5.027 -2.580 -2.011
N2 2.677 -2.079 -1.334
H12 4.453 -0.508 -6.052
H13 3.772 0.016 -4.510
H14 2.789 -0.806 -5.757
H15 2.115 -2.431 -3.960
H16 3.291 -3.711 -3.800
H17 3.969 -0.957 -2.647
H18 4.874 -3.592 -1.638
H19 5.684 -1.973 -1.386
H20 5.585 -2.796 -2.922
H21 3.141 -1.772 -0.491
H22 2.426 -3.054 -1.262
C9 -3.753 -2.371 0.292
O3 -4.248 -1.023 0.596
C10 -5.480 -1.093 1.249
C11 -6.008 0.350 1.574
C12 -4.953 1.078 2.378
N3 -7.222 0.311 2.334
H23 -4.340 -2.673 -0.575
H24 -3.845 -3.158 1.041
H25 -2.722 -2.464 -0.050
H26 -6.249 -1.600 0.666
H27 -5.258 -1.594 2.191
H28 -6.177 0.733 0.568
H29 -5.395 1.854 3.002
H30 -4.179 1.564 1.783
H31 -4.472 0.493 3.163
H32 -7.936 -0.282 1.937
H33 -7.578 1.248 2.209
C13 0.032 0.866 -3.839
O4 0.889 2.017 -3.797
C14 1.920 1.983 -2.796
C15 2.915 3.204 -2.963
C16 4.099 3.177 -1.967
N4 2.212 4.473 -2.758
H34 -0.089 0.408 -2.858
H35 0.407 0.136 -4.556
H36 -0.941 1.123 -4.260
H37 1.512 2.193 -1.808
H38 2.417 1.021 -2.922
H39 3.237 3.358 -3.993
H40 3.897 2.960 -0.918
H41 4.496 4.192 -1.960
H42 4.869 2.456 -2.244
H43 1.232 4.360 -2.973
H44 2.161 4.707 -1.777
C17 -1.237 4.229 -2.797
O5 -1.079 5.632 -3.269
C18 -2.157 6.089 -4.190
C19 -1.681 7.010 -5.316
C20 -1.217 8.391 -4.921
N5 -2.741 7.144 -6.267
H45 -2.160 4.022 -2.255
H46 -0.468 3.936 -2.082
H47 -1.217 3.552 -3.651
H48 -2.638 5.193 -4.581
H49 -2.839 6.703 -3.600
H50 -0.922 6.510 -5.917
H51 -0.495 8.278 -4.112
H52 -2.036 9.031 -4.591
H53 -0.555 8.828 -5.668
H54 -2.358 6.938 -7.178
H55 -3.210 6.280 -6.035
C21 4.634 -4.023 2.268
O6 4.363 -4.754 3.551
C22 4.459 -3.966 4.666
C23 3.978 -4.812 5.915
C24 4.098 -3.957 7.207
N6 4.656 -6.109 6.080
H56 3.815 -3.473 1.806
H57 4.955 -4.755 1.527
H58 5.410 -3.265 2.372
H59 5.466 -3.609 4.884
H60 3.899 -3.053 4.466
H61 2.914 -5.004 5.769
H62 3.538 -3.028 7.093
H63 5.128 -3.617 7.314
H64 3.803 -4.512 8.097
H65 5.574 -5.866 6.424
H66 4.881 -6.370 5.130
C25 0.884 3.111 4.647
O7 0.736 2.592 3.384
C26 -0.503 2.805 2.754
C27 -0.236 2.503 1.231
C28 -1.455 3.016 0.422
N7 0.110 1.108 1.008
H67 1.889 2.909 5.016
H68 0.152 2.744 5.366
H69 0.650 4.175 4.605
H70 -1.321 2.138 3.029
H71 -0.907 3.804 2.921
H72 0.667 3.021 0.908
H73 -2.392 2.628 0.822
H74 -1.435 2.644 -0.602
H75 -1.544 4.092 0.275
H76 -0.646 0.591 1.433
H77 0.771 0.977 1.761
C29 -2.097 -2.583 -4.729
C30 -1.734 -2.515 -3.314
O8 -2.034 -1.290 -2.718
H78 -1.797 -1.740 -5.351
H79 -3.136 -2.855 -4.916
H80 -1.535 -3.402 -5.178
H81 -0.652 -2.574 -3.198
H82 -2.143 -3.323 -2.708
H83 -1.387 -1.089 -2.038
C31 0.528 -4.118 0.442
C32 0.638 -4.950 -0.812
O9 1.858 -4.839 -1.518
H84 -0.432 -4.356 0.901
H85 0.646 -3.054 0.235
H86 1.318 -4.377 1.146
H87 -0.114 -4.629 -1.533
H88 0.610 -6.032 -0.683
H89 2.544 -5.404 -1.157
O10 0.153 -0.886 -0.852
H90 1.076 -1.109 -0.971
H91 0.161 -0.156 -0.233
O11 3.587 2.321 2.264
H92 2.724 2.457 2.655
H93 4.192 2.772 2.853
O12 -4.944 0.211 -1.962
H94 -4.648 -0.107 -1.109
H95 -4.221 0.011 -2.557

Calculated values
- highest occupied orbital energy (eV) = -8.81
- SMILES string = COC[C@H](C)N.COC[C@H](C)N.COC[C@H](C)N.COC[C@H](C)N.COC[C@H](C)N.COC[C@H](C)N.COC[C@H](C)N.CCO.CCO.O.O.O
- ΔE to the lowest compared entry with this formula, charge and spin (kcal per mole) = 31.9
- LUMO (eV) = 0.28
- frontier orbital gap (eV) = 9.1
- largest force on an atom (eV/Å) = 3.56
- net charge = 0

---

# C21H27N4O10S3Sc

A molecular structure, C21H27N4O10S3Sc (ωB97M-V/def2-TZVPD, the OMol25 dataset).

Element x y z (Å)
Sc1 0.332 0.151 1.385
N1 -0.903 0.302 3.426
N2 -2.215 0.725 3.153
C1 -2.383 1.395 1.926
O1 -3.401 2.023 1.722
O2 -1.397 1.220 1.099
H1 -0.908 -0.569 3.942
H2 -0.361 0.991 3.941
H3 -2.731 1.144 3.913
O3 3.133 -2.621 2.551
S1 2.586 -1.334 2.261
O4 1.429 -0.935 3.095
O5 2.133 -1.118 0.873
C2 3.885 -0.134 2.544
C3 5.073 -0.664 3.022
C4 6.173 0.149 3.262
C5 6.087 1.505 3.021
C6 4.901 2.049 2.545
C7 3.795 1.249 2.302
S2 2.346 2.131 1.714
O6 2.682 3.518 1.718
O7 1.956 1.545 0.423
O8 1.246 1.743 2.634
H4 5.126 -1.728 3.196
H5 7.090 -0.288 3.633
H6 6.936 2.152 3.201
H7 4.816 3.109 2.360
C8 -1.163 -2.621 2.342
O9 -0.815 -1.710 1.294
H8 -2.041 -2.249 2.873
H9 -0.319 -2.726 3.022
H10 -1.395 -3.590 1.905
H11 -1.037 -2.135 0.434
N3 -0.497 2.148 -1.342
C9 0.030 1.009 -1.830
C10 0.432 0.940 -3.181
C11 0.904 -0.240 -3.685
C12 0.976 -1.360 -2.853
C13 0.612 -1.203 -1.540
N4 0.161 -0.050 -1.006
H12 -0.502 2.974 -1.908
H13 -0.932 2.155 -0.425
H14 0.351 1.827 -3.798
H15 1.216 -0.301 -4.720
H16 1.337 -2.315 -3.205
H17 0.704 -2.033 -0.855
C14 -2.476 2.912 -3.415
C15 -2.608 1.520 -2.865
C16 -3.209 1.292 -1.635
C17 -3.336 0.002 -1.140
C18 -2.854 -1.068 -1.880
C19 -2.217 -0.857 -3.099
C20 -2.110 0.431 -3.587
S3 -2.980 -2.662 -1.114
C21 -3.437 -3.694 -2.501
O10 -1.571 -3.081 -0.784
H18 -2.697 3.658 -2.653
H19 -3.163 3.066 -4.249
H20 -1.466 3.088 -3.790
H21 -3.555 2.123 -1.033
H22 -3.793 -0.164 -0.172
H23 -1.790 -1.681 -3.656
H24 -1.614 0.602 -4.535
H25 -2.639 -3.679 -3.241
H26 -4.375 -3.334 -2.921
H27 -3.558 -4.703 -2.112

Calculated values
- highest occupied orbital energy (eV) = -8.22
- ΔE to the lowest compared entry with this formula, charge and spin (kcal per mole) = 14.5
- LUMO (eV) = 0.39
- frontier orbital gap (eV) = 8.6
- largest force on an atom (eV/Å) = 0.70
- net charge = 0

---

# C23H53Cl18N2OPSi

10 unconnected molecules or ions with the total composition C23H53Cl18N2OPSi (ωB97M-V/def2-TZVPD, the OMol25 dataset).

Element x y z (Å)
C1 7.793 -1.580 2.790
C2 6.593 -0.665 3.000
N1 6.072 -0.170 1.714
Si1 4.543 0.658 1.673
C3 3.478 0.362 3.171
C4 1.965 0.593 2.989
C5 1.274 -0.222 1.902
O1 -0.151 -0.113 2.017
P1 4.780 2.927 1.550
N2 4.579 3.664 2.934
H1 8.632 -1.012 2.377
H2 7.557 -2.380 2.088
H3 8.133 -2.003 3.737
H4 5.803 -1.206 3.520
H5 6.901 0.155 3.662
H6 6.807 0.365 1.266
H7 3.837 0.258 0.435
H8 3.635 -0.638 3.583
H9 3.812 1.091 3.919
H10 1.477 0.319 3.925
H11 1.751 1.652 2.806
H12 1.501 -1.286 2.017
H13 1.576 0.102 0.901
H14 -0.427 0.707 1.601
H15 6.061 3.116 0.969
H16 3.918 3.334 0.513
H17 3.852 4.364 2.898
Cl1 -1.932 -3.742 -2.186
C6 -1.059 -3.384 -0.669
C7 -0.455 -2.006 -0.672
Cl2 0.892 -1.858 -1.844
H18 -0.299 -4.150 -0.535
H19 -1.786 -3.455 0.138
H20 -0.052 -1.775 0.312
H21 -1.201 -1.255 -0.922
Cl3 1.781 2.157 -1.426
C8 0.210 1.592 -2.057
C9 -0.929 2.482 -1.658
Cl4 -1.243 2.341 0.097
H22 0.049 0.587 -1.677
H23 0.300 1.543 -3.139
H24 -1.841 2.156 -2.151
H25 -0.749 3.528 -1.891
Cl5 -4.362 3.090 -2.708
C10 -4.986 1.709 -3.640
C11 -4.868 0.410 -2.886
Cl6 -3.165 -0.103 -2.700
H26 -4.440 1.672 -4.580
H27 -6.034 1.913 -3.848
H28 -5.370 -0.382 -3.439
H29 -5.299 0.482 -1.891
Cl7 -1.953 3.543 -5.369
C12 -1.844 2.119 -6.445
C13 -1.068 1.002 -5.806
Cl8 0.669 1.376 -5.644
H30 -1.396 2.437 -7.382
H31 -2.864 1.787 -6.637
H32 -1.122 0.091 -6.396
H33 -1.450 0.776 -4.813
Cl9 -0.816 1.501 4.993
C14 -0.636 1.769 6.747
C15 0.785 2.115 7.113
Cl10 1.890 0.735 6.878
H34 -0.965 0.867 7.255
H35 -1.294 2.593 7.021
H36 0.834 2.387 8.166
H37 1.158 2.941 6.514
Cl11 -3.241 -4.017 -5.588
C16 -1.788 -4.740 -6.332
C17 -0.524 -4.047 -5.896
Cl12 -0.420 -2.384 -6.534
H38 -1.914 -4.695 -7.410
H39 -1.754 -5.782 -6.020
H40 0.341 -4.587 -6.276
H41 -0.457 -3.983 -4.814
Cl13 4.121 -0.147 -7.681
C18 4.365 1.044 -6.378
C19 4.913 0.414 -5.124
Cl14 3.734 -0.667 -4.342
H42 3.409 1.526 -6.192
H43 5.071 1.785 -6.750
H44 5.156 1.194 -4.404
H45 5.807 -0.167 -5.332
Cl15 -6.007 2.142 4.772
C20 -4.662 1.199 4.057
C21 -4.280 1.694 2.691
Cl16 -5.556 1.370 1.482
H46 -4.964 0.156 4.035
H47 -3.811 1.301 4.725
H48 -3.385 1.170 2.357
H49 -4.082 2.763 2.687
Cl17 -7.208 -4.204 3.950
C22 -6.402 -4.025 5.529
C23 -5.880 -2.628 5.745
Cl18 -4.523 -2.244 4.651
H50 -5.601 -4.756 5.577
H51 -7.141 -4.255 6.295
H52 -5.506 -2.531 6.762
H53 -6.655 -1.884 5.579

Calculated values
- highest occupied orbital energy (eV) = -7.94
- SMILES string = CCN[Si@@H](CCCO)[PH2]=N.ClCCCl.ClCCCl.ClCCCl.ClCCCl.ClCCCl.ClCCCl.ClCCCl.ClCCCl.ClCCCl
- LUMO (eV) = 0.46
- frontier orbital gap (eV) = 8.4
- largest force on an atom (eV/Å) = 0.71
- net charge = 0

---

# C10H14BMgN7O2

A molecular structure, C10H14BMgN7O2 (ωB97M-V/def2-TZVPD, the OMol25 dataset).

Element x y z (Å)
H1 -0.592 3.076 2.345
N1 -0.323 1.842 0.630
B1 0.512 0.700 -1.472
N2 0.372 1.934 -0.535
C1 0.970 3.138 -0.560
Mg1 -0.987 -0.901 1.120
H2 1.617 3.380 -1.393
C2 0.615 3.844 0.588
H3 0.943 4.827 0.878
C3 -0.211 2.991 1.336
H4 0.994 1.078 -2.509
C4 -1.087 -2.902 1.688
H5 -1.292 -2.911 2.768
H6 -0.188 -3.478 1.487
H7 -1.940 -3.353 1.171
N3 -0.886 0.021 -1.618
N4 1.449 -0.401 -0.877
N5 -1.591 -0.437 -0.481
N6 1.049 -1.145 0.201
C5 -1.638 -0.153 -2.707
C6 2.664 -0.801 -1.290
H8 -1.221 0.083 -3.677
H9 3.098 -0.324 -2.160
C7 -2.842 -0.749 -2.337
C8 3.074 -1.855 -0.477
C9 -2.794 -0.895 -0.951
C10 2.021 -2.047 0.447
H10 -3.623 -1.045 -3.006
H11 3.967 -2.430 -0.568
H12 -3.562 -1.288 -0.301
H13 1.937 -2.786 1.229
H14 -1.107 1.227 0.668
O1 0.629 1.150 4.287
N7 -0.042 0.895 3.288
O2 0.016 -0.282 2.788

Calculated values
- highest occupied orbital energy (eV) = -7.17
- ΔE to the lowest compared entry with this formula, charge and spin (kcal per mole) = 74.7
- LUMO (eV) = -0.13
- frontier orbital gap (eV) = 7.0
- largest force on an atom (eV/Å) = 6.86
- net charge = 0

---

# C9H14

2 unconnected molecules or ions with the total composition C9H14 (ωB97M-V/def2-TZVPD, the OMol25 dataset).

Element x y z (Å)
C1 -1.992 2.764 -1.032
C2 -1.502 1.735 0.004
C3 -0.236 1.761 0.532
C4 0.087 0.841 1.475
C5 -0.702 -0.226 1.826
C6 -1.910 -0.313 1.115
C7 -2.331 0.607 0.257
H1 -2.395 2.227 -1.977
H2 -1.076 3.508 -1.460
H3 -2.667 3.438 -0.659
H4 0.330 2.651 0.371
H5 1.061 1.201 1.973
H6 -0.498 -0.812 2.845
H7 -2.587 -1.148 1.451
H8 -3.370 0.434 -0.188
C8 2.834 -2.756 -0.230
C9 2.088 -1.987 -1.395
H9 3.540 -3.406 -0.717
H10 3.316 -2.028 0.496
H11 2.051 -3.371 0.355
H12 2.919 -1.569 -2.063
H13 1.621 -0.950 -0.904
H14 1.417 -2.600 -2.075

Calculated values
- highest occupied orbital energy (eV) = -9.06
- SMILES string = Cc1ccccc1.CC
- ΔE to the lowest compared entry with this formula, charge and spin (kcal per mole) = 50.9
- LUMO (eV) = 0.95
- frontier orbital gap (eV) = 10.0
- largest force on an atom (eV/Å) = 5.04
- net charge = 0

---

# C3H7N3OS

A single C3H7N3OS molecule (ωB97M-V/def2-TZVPD, the OMol25 dataset).

Element x y z (Å)
C1 0.696 2.010 -1.083
N1 1.098 0.623 -1.149
N2 0.045 -0.225 -0.922
C2 -0.281 -0.485 0.275
N3 0.194 0.142 1.367
C3 -1.165 -1.672 0.413
O1 -1.777 -2.154 -0.515
S1 -1.198 -2.501 1.987
H1 0.025 2.223 -1.940
H2 0.136 2.254 -0.189
H3 1.542 2.683 -1.160
H4 1.415 0.349 -2.074
H5 1.136 0.555 1.336
H6 0.067 -0.332 2.213
H7 -1.931 -3.471 1.439

Calculated values
- highest occupied orbital energy (eV) = -8.51
- SMILES string = CN/N=C(\N)C(=O)S
- ΔE to the lowest compared entry with this formula, charge and spin (kcal per mole) = 49.1
- LUMO (eV) = 0.36
- frontier orbital gap (eV) = 8.9
- largest force on an atom (eV/Å) = 1.92
- net charge = 0

---

# C6H7N

2 unconnected molecules or ions with the total composition C6H7N (ωB97M-V/def2-TZVPD, the OMol25 dataset).

Element x y z (Å)
C1 -2.974 -0.651 -0.504
C2 -1.811 -0.532 -0.343
C3 1.025 -1.009 0.109
C4 0.888 -0.272 1.382
C5 0.391 0.278 0.105
C6 0.356 1.706 -0.516
N1 1.434 -2.076 -0.507
H1 -4.047 -0.986 -0.450
H2 0.328 -0.629 2.200
H3 1.780 0.185 1.717
H4 -0.600 2.145 -0.877
H5 1.204 1.759 -1.185
H6 0.698 2.146 0.380
H7 1.329 -2.063 -1.511

Calculated values
- highest occupied orbital energy (spin up / spin down) (eV) = -9.72 / -9.72
- ΔE to the lowest compared entry with this formula, charge and spin (kcal per mole) = 193.9
- LUMO (spin up / spin down) (eV) = -1.33 / -1.33
- frontier orbital gap (spin up / spin down) (eV) = 8.4 / 8.4
- largest force on an atom (eV/Å) = 6.36
- net charge = 0

---

# C3H4ClN

A single C3H4ClN molecule (ωB97M-V/def2-TZVPD, the OMol25 dataset).

Element x y z (Å)
C1 1.335 -1.519 0.580
C2 0.739 -0.725 -0.037
C3 -0.160 0.229 -0.641
N1 -0.671 1.088 0.428
Cl1 -2.083 2.007 0.018
H1 2.163 -2.084 0.796
H2 -0.921 -0.357 -1.050
H3 0.477 0.862 -1.328
H4 -0.880 0.498 1.233

Calculated values
- highest occupied orbital energy (eV) = -9.52
- SMILES string = C#CCNCl
- ΔE to the lowest compared entry with this formula, charge and spin (kcal per mole) = 67.4
- LUMO (eV) = 0.87
- frontier orbital gap (eV) = 10.4
- largest force on an atom (eV/Å) = 3.19
- net charge = 0

---

Which of these has the lowest largest force on an atom? C21H27N4O10S3Sc